This record from the OMol25 dataset describes a molecular structure, C20H16F6LaN5O7S3. The level of theory is ωB97M-V/def2-TZVPD.

The geometry in XYZ format:
```
58
Properties=species:S:1:pos:R:3:forces:R:3
La 0.028697 0.326667 -0.474438 1.56 3.92 2.96
C -2.748103 -1.969233 4.300762 -0.09 -0.08 -0.02
C -1.779203 -1.169933 4.885862 0.04 -0.01 0.02
C -0.798603 -0.575833 4.114062 -0.13 0.01 -0.23
C -0.769203 -0.783633 2.727862 -0.24 -0.36 0.34
C -1.775203 -1.561133 2.141462 0.32 0.20 0.01
C -2.750003 -2.144233 2.925662 -0.05 0.02 0.09
N 0.183397 -0.167733 1.917262 0.55 0.09 0.78
C 1.460797 -0.081433 2.299762 -0.27 0.32 -0.23
C 2.069097 -0.902833 3.294462 0.30 -0.26 0.16
C 3.393097 -0.781333 3.596662 -0.49 -0.07 -0.04
C 4.203897 0.186167 2.964862 0.16 0.42 -0.29
C 3.678197 0.998467 2.004462 0.13 -0.08 0.11
C 2.315697 0.881867 1.629462 0.15 -0.40 0.52
N 1.725797 1.583467 0.646662 1.49 2.27 -0.04
N 2.364797 2.552467 0.057962 0.61 -1.06 1.47
C 1.730197 3.116467 -1.009438 -0.81 0.40 -0.95
C 2.234097 4.331067 -1.507938 -0.06 -0.40 0.22
C 1.639097 4.901567 -2.609738 -0.25 -0.26 0.02
C 0.552197 4.258667 -3.198438 0.02 -0.07 0.06
C 0.109497 3.060067 -2.659238 -0.06 0.36 -0.23
N 0.668897 2.494467 -1.589238 0.84 1.05 -0.03
H -3.498803 -2.445233 4.912562 -0.11 -0.01 0.04
H -1.790703 -1.003033 5.952962 0.00 0.02 0.10
H -0.065503 0.075167 4.568862 0.05 0.02 0.03
H -1.781303 -1.717933 1.069462 -0.03 -0.04 0.23
H -3.516203 -2.728733 2.444662 -0.15 -0.15 -0.02
H 1.469097 -1.668033 3.766762 0.01 0.03 0.03
H 3.839097 -1.443533 4.325462 -0.01 -0.06 0.06
H 5.244797 0.258867 3.238562 0.10 0.05 -0.03
H 4.282797 1.725967 1.486562 0.07 0.06 -0.04
H 3.076697 4.783167 -1.009438 0.07 -0.01 0.03
H 2.010897 5.831167 -3.013638 0.02 0.08 -0.02
H 0.067197 4.680567 -4.064138 -0.08 -0.05 -0.07
H -0.724203 2.527967 -3.109238 0.09 0.06 0.02
F 0.221797 -1.998533 -5.047738 0.04 0.31 0.36
C -0.985803 -1.981233 -4.503738 -0.14 -0.60 -0.46
F -1.870503 -1.951533 -5.505138 -0.08 0.45 0.30
F -1.201003 -3.092833 -3.827238 0.09 0.10 0.21
S -1.216503 -0.456133 -3.427938 -0.94 0.16 -1.77
O 0.025097 -0.177133 -2.735338 0.07 -0.41 -1.75
O -1.635903 0.600067 -4.294038 0.10 -0.01 -0.36
N -2.397503 -0.982833 -2.523338 0.34 0.06 0.50
S -2.949303 -0.148033 -1.335938 -3.05 0.45 -1.27
O -3.677303 -0.902033 -0.382438 0.06 -0.35 0.00
O -2.024703 0.850267 -0.794838 -3.30 0.92 -0.42
C -4.169903 1.054067 -2.147938 -0.06 0.36 -0.05
F -3.436703 2.043067 -2.664438 -0.01 0.04 -0.10
F -4.995103 1.595367 -1.250038 0.24 -0.38 0.16
F -4.904603 0.526267 -3.119838 0.30 -0.34 0.26
C 1.348197 -3.465233 0.180962 -0.25 0.78 -0.62
S 0.897397 -2.225933 -1.060838 1.23 -3.24 0.49
O 1.758697 -1.057733 -0.747838 1.63 -1.61 -0.51
O 1.065497 -2.768333 -2.372038 0.12 -0.06 0.21
O -0.497103 -1.838733 -0.721238 -0.11 -2.56 -0.22
H 2.426297 -3.557633 0.189362 0.18 0.00 -0.09
H 0.877197 -4.405933 -0.068038 -0.14 -0.11 -0.12
H 0.990797 -3.089733 1.131462 -0.05 0.05 0.22
```
Positions in Å, forces in eV/Å.

Properties
ΔE to the lowest compared entry with this formula, charge and spin = 62.7 kcal/mol
Net charge = 0
Max |F| = 5.2 eV/A
Orbital gap (alpha / beta) = 0.2117 / 0.2028 Eh
Highest occupied orbital energy (alpha / beta) = -0.2731 / -0.2695 Eh

---

This record from the OMol25 dataset describes C20H16FN3O4S in the gas phase. The level of theory is ωB97M-V/def2-TZVPD.

The geometry in XYZ format:
```
45
Properties=species:S:1:pos:R:3:forces:R:3
C -8.273438 -1.709006 -0.342886 -0.10 0.07 -0.02
C -6.972726 -0.991499 -0.359247 0.25 0.22 -0.03
C -5.735309 -1.491044 -0.127477 -0.23 0.00 -0.03
C -4.716562 -0.507063 -0.226024 -0.23 0.65 -0.14
C -3.305361 -0.654954 -0.042637 0.09 0.03 0.03
O -2.664630 -1.663093 0.193180 -0.05 -0.21 0.03
N -2.611284 0.572404 -0.185596 0.15 -0.16 0.39
N -1.237777 0.468220 0.012729 -0.09 -0.27 -0.56
C -0.624516 1.039289 1.106173 -0.37 0.05 -0.12
O -1.116746 1.923378 1.772675 0.14 -0.18 0.12
C 0.726577 0.516640 1.326376 0.71 0.54 0.98
C 1.667917 0.893680 2.251726 -0.77 -0.07 -0.57
C 2.770737 0.039145 2.057994 -0.15 -0.48 -0.45
C 2.430491 -0.805216 1.034083 0.79 -0.03 0.49
C 3.163319 -1.910613 0.337731 -0.26 0.13 0.10
O 3.835098 -1.461831 -0.824654 -0.05 -0.07 -0.25
C 5.010739 -0.778230 -0.723091 0.25 0.17 -0.09
C 5.744614 -0.597722 0.443419 -0.33 -0.18 -0.10
C 6.943430 0.095402 0.410367 0.26 0.19 -0.25
C 7.399649 0.603776 -0.788663 -0.11 -0.09 0.12
F 8.567237 1.282150 -0.816166 -0.03 -0.02 -0.01
C 6.687887 0.433460 -1.963974 0.14 0.05 0.18
C 5.495379 -0.256703 -1.924954 -0.16 -0.12 0.23
O 1.194558 -0.516352 0.589097 -0.30 -0.11 -0.31
C -3.199062 1.755032 -0.539978 -0.01 0.28 -0.15
C -2.340147 2.949219 -0.744339 0.15 0.14 0.06
N -4.475598 1.857786 -0.715027 -0.05 0.62 -0.10
C -5.217324 0.751495 -0.539900 0.25 -0.83 0.18
S -6.934463 0.724558 -0.715538 0.24 -0.36 0.10
H -8.115729 -2.758991 -0.109937 -0.03 -0.05 0.01
H -8.765620 -1.631091 -1.311593 -0.08 -0.08 -0.03
H -8.939098 -1.277021 0.403450 -0.09 -0.06 0.05
H -5.529846 -2.518752 0.109927 -0.05 -0.23 0.04
H -0.916645 -0.464668 -0.247904 -0.14 0.26 0.03
H 1.566108 1.681144 2.969122 -0.11 0.18 0.13
H 3.685431 0.050543 2.613363 0.22 -0.07 0.05
H 2.432285 -2.633544 -0.035670 0.15 0.04 0.15
H 3.847873 -2.414307 1.028433 -0.11 0.05 -0.07
H 5.403557 -0.995704 1.384629 -0.04 -0.04 0.09
H 7.521219 0.240221 1.309401 0.08 0.03 0.07
H 7.069062 0.838740 -2.887466 0.05 0.05 -0.09
H 4.915538 -0.411638 -2.820388 -0.07 -0.01 -0.11
H -2.936440 3.731461 -1.202206 -0.04 -0.06 -0.05
H -1.487687 2.702822 -1.375232 0.07 0.03 -0.03
H -1.962693 3.298456 0.216669 0.03 0.00 -0.06
```
Positions in Å, forces in eV/Å.

Properties
Net charge = 0
SMILES = Cc1cc2c(=O)n(NC(=O)c3ccc(COc4ccc(F)cc4)o3)c(C)nc2s1
Max |F| = 1.3 eV/A
Orbital gap = 0.3157 Eh
Highest occupied orbital energy = -0.3052 Eh

---

This record from the OMol25 dataset describes a molecular structure, C20H16IrO3SbSe4Te. The level of theory is ωB97M-V/def2-TZVPD.

The geometry in XYZ format:
```
46
Properties=species:S:1:pos:R:3:forces:R:3
Ir -1.718063 -0.332481 0.317600 0.37 0.97 -0.12
O 0.481689 0.335124 -0.169194 -0.19 -0.27 0.02
C 0.720288 1.751157 -0.260773 0.06 0.14 -0.07
C -0.668088 2.443796 -0.302701 0.12 -0.07 0.19
O -0.712913 3.631818 -0.521305 0.00 -0.05 -0.02
O -1.691631 1.692670 -0.035197 -0.49 0.00 -0.53
C 1.445822 2.065758 -1.560995 -0.02 -0.04 0.01
C 2.047051 3.308983 -1.738927 -0.02 0.01 0.00
C 2.650800 3.626324 -2.943787 0.00 0.00 0.01
C 2.662752 2.707754 -3.986439 0.00 0.00 0.01
C 2.057651 1.473476 -3.816673 0.00 0.00 0.01
C 1.448659 1.154258 -2.608929 0.02 -0.03 0.02
C 1.481439 2.178106 0.984839 -0.02 -0.05 0.05
C 2.850712 1.935087 1.059585 0.01 0.01 -0.01
C 3.550664 2.201111 2.227133 -0.01 -0.01 -0.01
C 2.884138 2.710923 3.332248 0.01 -0.01 -0.01
C 1.518938 2.948713 3.265205 0.00 0.01 0.01
C 0.818082 2.682453 2.098543 -0.02 -0.02 -0.03
H 1.262888 -0.112344 0.178419 -0.06 -0.03 0.11
H 2.022612 4.030983 -0.934005 -0.01 0.00 0.00
H 3.106989 4.599842 -3.071917 0.01 -0.01 0.00
H 3.140817 2.957710 -4.925177 -0.02 0.00 -0.01
H 2.049482 0.753878 -4.625534 0.01 -0.01 0.00
H 0.974387 0.189951 -2.480390 0.01 0.00 -0.02
H 3.374561 1.546568 0.193057 0.00 0.02 0.00
H 4.615918 2.012772 2.270199 0.00 0.00 0.01
H 3.428371 2.918853 4.244698 -0.01 0.00 0.00
H 0.990672 3.338312 4.125461 -0.01 -0.01 0.00
H -0.249223 2.862775 2.062715 0.00 0.00 0.02
Se -4.216338 1.560575 3.980061 0.12 -0.12 -0.14
Sb -3.838138 -0.589536 3.005874 -0.29 -0.15 0.55
Se -4.107357 -0.651290 0.463287 0.69 -0.03 0.15
Se -1.265731 -0.921234 2.551820 -0.18 -0.32 -0.65
Se -4.626898 -2.596164 4.048581 0.04 0.06 -0.16
Te -1.305215 -1.974662 -1.625540 -0.05 0.02 0.62
C -1.986431 -3.846480 -0.919243 -0.18 -0.02 0.02
C -1.837071 -4.946269 -1.759694 0.03 0.04 -0.01
C -2.241634 -6.205169 -1.338668 -0.01 -0.01 -0.02
C -2.806067 -6.372763 -0.082181 0.00 0.01 0.00
C -2.970531 -5.273314 0.748455 0.00 -0.03 -0.01
C -2.562657 -4.012987 0.335315 0.01 -0.01 -0.04
H -1.406823 -4.825467 -2.747784 0.03 -0.02 0.00
H -2.117269 -7.055776 -1.997782 0.00 0.00 -0.01
H -3.120845 -7.355626 0.245007 -0.01 0.00 0.00
H -3.425117 -5.382535 1.724924 0.00 0.03 0.01
H -2.711353 -3.165638 0.989824 0.01 -0.04 0.03
```
Positions in Å, forces in eV/Å.

Properties
ΔE to the lowest compared entry with this formula, charge and spin = 0.0 kcal/mol
Net charge = -1
Max |F| = 1.0 eV/A
Orbital gap (alpha / beta) = 0.1911 / 0.1986 Eh
Spin multiplicity = 2
Highest occupied orbital energy (alpha / beta) = -0.1784 / -0.1796 Eh

---

This record from the OMol25 dataset describes a molecular structure, C20H16N3O4PdS. The level of theory is ωB97M-V/def2-TZVPD.

The geometry in XYZ format:
```
45
Properties=species:S:1:pos:R:3:forces:R:3
Pd -0.280169 0.074927 -0.074352 -1.31 0.35 0.78
O 2.693961 0.577358 2.471727 0.11 0.25 0.09
C 1.780058 0.712816 1.715049 -0.15 -0.32 -0.11
O 0.889259 -0.256730 1.470207 0.26 0.16 0.09
C 1.517800 1.998812 0.940624 -0.10 0.00 0.11
C 2.119128 3.235355 1.070395 0.02 -0.09 0.10
C 1.650190 4.274262 0.269472 -0.01 0.02 -0.02
C 0.598818 4.081899 -0.625851 -0.09 -0.06 -0.01
C 0.048870 2.817769 -0.711375 -0.02 0.10 -0.06
N 0.532050 1.858867 0.065223 0.95 -0.12 -0.58
C -1.110595 2.349617 -1.574206 -0.03 -0.17 -0.13
O -1.736405 3.075236 -2.287235 0.10 0.17 0.04
O -1.376579 1.045185 -1.440743 0.15 0.00 -0.19
H 2.922253 3.362447 1.782737 0.01 0.04 -0.01
H 2.104505 5.252656 0.347968 0.01 0.00 0.01
H 0.206633 4.877547 -1.243443 0.01 0.02 0.01
C 0.708901 -4.281032 -1.329680 0.04 -0.06 0.01
C -0.232940 -3.530333 -2.014937 0.11 0.11 -0.19
C -0.296529 -2.152077 -1.835705 0.39 0.26 -0.15
C 0.606888 -1.607908 -0.942874 -0.72 -0.57 0.21
C 1.597444 -2.288203 -0.276562 -0.08 0.39 -0.18
C 1.629531 -3.664380 -0.500027 0.17 -0.03 -0.16
H 0.745097 -5.352829 -1.467610 -0.03 -0.01 0.04
H -0.934053 -3.999247 -2.692778 0.03 0.00 -0.03
H -0.976939 -1.541060 -2.414117 -0.20 -0.02 0.22
H 2.331955 -1.812676 0.353225 -0.17 -0.03 0.23
H 2.394575 -4.242466 0.000850 0.01 0.00 -0.02
N -3.631618 -0.435461 -1.220299 0.14 -0.25 0.02
C -3.430725 -1.338330 -0.265337 -0.02 -0.03 -0.17
S -2.055960 -1.275007 0.774382 0.56 -0.38 -0.01
N -4.364071 -2.279033 -0.106896 -0.11 0.13 -0.03
C -4.442328 -3.481416 0.662423 0.05 -0.07 -0.04
C -5.299798 -4.448710 0.142285 0.07 -0.02 0.01
C -5.451384 -5.662414 0.786656 -0.01 0.01 0.00
C -4.749652 -5.918973 1.956052 0.00 0.01 0.00
C -3.922560 -4.941591 2.482227 0.01 0.02 0.04
C -3.766962 -3.713815 1.851100 -0.10 0.01 0.04
H -2.896865 0.239247 -1.435040 -0.06 0.18 0.03
H -4.406199 -0.522172 -1.859052 -0.01 0.00 -0.01
H -5.138472 -2.201534 -0.753637 -0.02 0.04 0.07
H -5.845950 -4.254650 -0.773933 0.01 0.00 -0.02
H -6.119520 -6.405253 0.373448 0.00 -0.01 0.00
H -4.860276 -6.868593 2.460426 -0.01 0.00 0.01
H -3.398034 -5.116845 3.411710 0.01 -0.02 -0.01
H -3.152434 -2.960860 2.313901 0.02 0.03 -0.02
```
Positions in Å, forces in eV/Å.

Properties
ΔE to the lowest compared entry with this formula, charge and spin = 10.0 kcal/mol
Net charge = +1
Max |F| = 1.6 eV/A
Orbital gap (alpha / beta) = 0.2279 / 0.2280 Eh
Highest occupied orbital energy (alpha / beta) = -0.4330 / -0.4330 Eh

---

This record from the OMol25 dataset describes C20H16N8S2 in the gas phase. The level of theory is ωB97M-V/def2-TZVPD.

The geometry in XYZ format:
```
46
Properties=species:S:1:pos:R:3:forces:R:3
N 1.578805 4.391227 4.799671 -0.45 -1.44 -1.39
C 1.270351 3.538980 4.063570 0.37 1.24 1.29
C 0.956122 2.407145 3.239380 -1.08 1.21 0.38
C 1.886319 1.409054 3.048635 2.20 -1.26 0.00
N 3.190551 1.535682 3.548989 -0.06 -0.27 -0.46
N 4.155239 0.455828 3.526092 -1.28 0.93 0.37
C 5.301933 0.509159 2.763242 -0.48 -0.30 -1.94
N 5.723019 1.683907 2.216156 -1.16 0.56 0.66
S 5.966382 -0.940307 2.324314 0.52 -0.25 0.39
N 1.592004 0.310944 2.380646 -0.23 -1.15 -0.36
C 0.354977 0.173248 1.871024 1.52 0.64 -0.08
S 0.001428 -1.287018 0.904209 0.43 -0.12 0.20
C -0.349057 -0.484104 -0.714189 0.65 0.15 0.61
C -0.059746 -1.413448 -1.859036 0.69 -0.34 -0.83
N -0.814406 -1.458547 -2.902761 -0.73 -0.39 -0.57
C -0.241011 -2.408359 -3.760669 -1.43 0.54 -0.79
C -0.741175 -2.837409 -5.002961 0.46 -0.65 0.33
C -0.064097 -3.859242 -5.682142 -0.26 1.17 0.33
C 1.133282 -4.350091 -5.158482 1.36 -0.48 1.31
C 1.661155 -3.884402 -3.925239 -0.20 -0.48 -0.23
C 0.918292 -2.925899 -3.209722 0.23 -0.30 -1.20
N 1.038970 -2.253586 -2.034122 1.45 0.46 2.76
N -0.557457 1.108694 1.952086 -0.97 -0.38 -0.08
C -0.300963 2.200407 2.664860 -0.29 0.32 -0.19
C -1.457187 3.122192 2.774349 -0.57 0.93 0.53
C -1.332965 4.510777 2.657519 -0.72 0.66 -0.27
C -2.502378 5.327610 2.692131 0.99 -0.41 -0.12
C -3.762344 4.773240 2.921742 0.84 -0.11 0.37
C -3.870793 3.402545 3.189703 0.90 0.23 -0.41
C -2.734794 2.592360 3.057928 -0.02 0.22 -0.09
H 3.309602 2.315717 4.202958 0.40 -0.88 -0.05
H 3.768384 -0.508891 3.543633 0.15 1.20 0.15
H 6.397343 1.654613 1.453698 -0.36 -0.30 0.57
H 4.996166 2.405212 2.155729 0.64 -0.25 0.06
H -1.406764 -0.235065 -0.699355 0.17 0.21 -0.45
H 0.296217 0.422408 -0.741032 -0.57 -0.54 -0.19
H -1.670110 -2.427471 -5.374159 0.04 0.06 -0.06
H -0.448407 -4.167346 -6.645989 0.10 -0.25 0.09
H 1.723285 -5.174409 -5.623283 -0.74 0.86 0.08
H 2.589593 -4.322018 -3.521298 -0.57 0.31 -0.29
H 1.831576 -2.318690 -1.374811 -0.93 -0.04 -0.62
H -0.358634 4.992247 2.464540 -0.60 -0.36 0.16
H -2.375123 6.408888 2.540904 -0.18 -0.58 0.06
H -4.624249 5.424832 2.962309 -0.07 -0.07 0.01
H -4.827335 3.002971 3.493358 0.02 -0.24 -0.16
H -2.799855 1.518561 3.158018 -0.16 -0.06 0.12
```
Positions in Å, forces in eV/Å.

Properties
ΔE to the lowest compared entry with this formula, charge and spin = 0.2 kcal/mol
Net charge = 0
SMILES = N#Cc1c(NNC(N)=S)nc(SCc2nc3ccccc3[nH]2)nc1-c1ccccc1
Max |F| = 3.2 eV/A
Orbital gap = 0.2879 Eh
Highest occupied orbital energy = -0.3172 Eh

---

Total energy? In order: -3397.594990 -1735.023866 -11215.922905 -1762.787213 -2006.171001 a.u..